#i
{"formula": "H3NO3P2", "method": "ωB97M-V with the def2-TZVPD basis set", "elements": ["P", "P", "O", "O", "O", "N", "H", "H", "H"], "xyz": [[2.27874, 0.00458, -0.26275], [-0.55863, 0.39730, 0.56745], [2.46446, 0.00812, -1.76098], [2.87585, -1.13331, 0.48903], [2.23216, 1.34480, 0.48872], [0.43132, -0.71061, -0.09906], [-0.10920, -0.91739, -1.66927], [-0.07959, 1.01057, 1.77326], [-1.31409, -0.70424, 1.40002]], "total_charge": -2, "homo_ev": [0.39, 0.39], "gap_ev": [7.075, 7.075], "e_lumo_ev": [7.5, 7.5], "multiplicity": 1}

#ii
{"formula": "H3NO3P2", "method": "ωB97M-V with the def2-TZVPD basis set", "elements": ["P", "P", "O", "O", "O", "N", "H", "H", "H"], "xyz": [[-0.65827, -0.52692, -0.31597], [2.27201, 0.18128, 0.00933], [3.13175, 0.26512, 1.26897], [2.24306, 1.37027, -0.95474], [2.26135, -1.20652, -0.63540], [0.48569, 0.00299, 0.70520], [0.17159, -0.77666, -1.57046], [-0.92369, 0.84671, -1.08090], [0.56084, -0.75789, 1.34865]], "total_charge": -2, "homo_ev": 0.57, "gap_ev": 7.083, "e_lumo_ev": 7.7, "multiplicity": 1, "smiles": "O=P([O-])([O-])NP"}

In eV, relative to the most stable structure: #i 3.048; #ii 0.000.

#i
{"formula": "C12H19ClIrN2O2SbSe4", "method": "ωB97M-V with the def2-TZVPD basis set", "elements": ["Ir", "Sb", "Se", "Se", "Se", "Se", "Cl", "O", "O", "N", "N", "C", "C", "C", "C", "C", "C", "C", "C", "C", "C", "C", "C", "H", "H", "H", "H", "H", "H", "H", "H", "H", "H", "H", "H", "H", "H", "H", "H", "H", "H", "H"], "xyz": [[-1.26401, 0.26407, 0.65664], [-2.52500, 1.27475, 4.07433], [-2.17489, 2.17914, 1.65922], [-1.67300, -1.08691, 2.47366], [-0.62888, 2.07065, 5.44449], [-4.61083, 2.37278, 4.85725], [2.23003, -5.58032, -1.52380], [-1.84396, 1.60467, -1.11755], [-0.38715, 1.68751, -2.82976], [1.19799, 1.04327, 2.58944], [0.77257, 0.35994, -0.59038], [-0.94229, -2.36532, -0.89043], [-0.05175, -2.32084, -1.97647], [2.86584, 0.98552, 0.74263], [2.41446, 1.62817, 2.05952], [0.14073, -4.43845, -0.20729], [0.91877, -3.29130, -2.17213], [1.01477, -4.34321, -1.27988], [-2.00835, 3.43553, -2.60028], [1.94705, 1.23680, -0.46478], [-1.34277, 2.12896, -2.15338], [-1.95414, -1.32395, -0.69670], [-0.82238, -3.46505, -0.02347], [3.24413, 1.57434, 2.78232], [0.21221, -5.27406, 0.47711], [2.21843, 2.68900, 1.88007], [1.07803, -0.59891, -0.71782], [-2.87993, -1.70210, -0.27080], [0.30309, 0.64187, -1.46404], [-0.14326, -1.51312, -2.69463], [-1.49514, -3.53432, 0.82233], [-1.25874, 4.22805, -2.60415], [3.85151, 1.39783, 0.50577], [1.36559, 0.10731, 2.94286], [2.54267, 1.13640, -1.38175], [1.59296, -3.24036, -3.01788], [-2.14538, -0.75545, -1.60551], [-2.40483, 3.33139, -3.61120], [1.59397, 2.27024, -0.42997], [2.98247, -0.09660, 0.87586], [0.87400, 1.59410, 3.38483], [-2.80460, 3.68796, -1.90427]], "total_charge": -2, "homo_ev": [-1.22, -1.52], "gap_ev": [5.189, 5.490], "e_lumo_ev": [4.0, 4.0], "multiplicity": 1}

#ii
{"formula": "C12H19ClIrN2O2SbSe4", "method": "ωB97M-V with the def2-TZVPD basis set", "elements": ["Ir", "Sb", "Se", "Se", "Se", "Se", "Cl", "O", "O", "N", "N", "C", "C", "C", "C", "C", "C", "C", "C", "C", "C", "C", "C", "H", "H", "H", "H", "H", "H", "H", "H", "H", "H", "H", "H", "H", "H", "H", "H", "H", "H", "H"], "xyz": [[0.30909, 0.10613, -0.03991], [3.64885, 1.28691, 0.30691], [2.47505, -0.94142, 0.56354], [3.75168, 2.45652, 2.44332], [5.64514, 1.31175, -1.05777], [1.55133, 2.05006, -0.92389], [-3.33223, 1.31737, -6.07462], [-2.75497, -1.50222, -0.16003], [-0.71220, -1.60803, 0.77838], [0.40765, 1.10639, 2.00735], [-1.57499, 1.02056, -0.51887], [-0.95928, 1.17661, -4.74212], [-1.50075, 2.55688, 1.47558], [-1.90539, -1.99428, 0.60656], [-2.31798, -3.20046, 1.44545], [-2.31080, 1.58235, 0.62262], [-2.23873, 0.66020, -4.86160], [-0.10335, 0.65385, -3.78467], [-2.66944, -0.36404, -4.03947], [-0.70516, 1.86973, 2.57525], [-1.79818, -0.87694, -3.08742], [0.40966, -0.90779, -1.86894], [-0.49523, -0.38703, -2.93036], [-0.63664, 1.98089, -5.39083], [-2.65472, -3.99904, 0.78290], [-3.67455, -0.75387, -4.13800], [1.44359, -0.88542, -2.21883], [-2.61372, 0.72923, 1.23102], [-1.49551, -3.55170, 2.06434], [-3.16468, -2.91899, 2.07431], [0.89209, 1.06608, -3.67275], [0.14699, -1.95068, -1.65900], [-3.23163, 2.05993, 0.26796], [-2.14310, -1.65926, -2.42040], [0.82514, 0.46614, 2.67413], [-0.32140, 2.61734, 3.27963], [-0.81180, 3.13262, 0.84922], [-1.35964, 1.19161, 3.12998], [-2.19345, 3.26552, 1.93955], [-1.45283, 1.71600, -1.24908], [-2.14099, 0.24831, -0.87589], [1.16687, 1.75785, 1.79309]], "total_charge": -2, "homo_ev": -1.41, "gap_ev": 5.536, "e_lumo_ev": 4.1, "multiplicity": 1}

In eV, relative to the most stable structure: #i 3.812; #ii 0.000.

#i
{"formula": "C6H12O4", "method": "ωB97M-V with the def2-TZVPD basis set", "elements": ["O", "O", "O", "O", "C", "C", "C", "C", "C", "C", "H", "H", "H", "H", "H", "H", "H", "H", "H", "H", "H", "H"], "xyz": [[1.73933, 0.92335, 0.13499], [-1.34659, -1.98922, 1.18590], [4.37889, 1.53143, -1.02749], [-1.64819, 0.99556, 1.49448], [-1.66407, 0.75166, 0.10073], [-1.40189, -1.38534, -0.08634], [-0.46536, -0.15437, -0.26499], [-2.59579, -0.42167, -0.27841], [2.08218, -0.48562, -0.05303], [0.80032, -0.08199, 0.53019], [2.09639, -0.83001, -1.09038], [-3.46955, -0.58493, 0.36715], [3.67711, 2.23626, -0.93421], [-1.76937, 1.69090, -0.46243], [-1.52490, -1.31607, 1.85345], [-0.23801, -0.03236, -1.33316], [-2.91464, -0.36972, -1.32743], [4.48204, 1.38442, -1.97163], [-2.49227, 1.37328, 1.75662], [0.69671, -0.16727, 1.61529], [2.85908, -0.87619, 0.60983], [-1.28142, -2.19210, -0.81910]], "total_charge": 0, "homo_ev": -9.75, "gap_ev": 10.446, "e_lumo_ev": 0.7, "multiplicity": 1, "smiles": "O[C@@H]1C[C@H](O)[C@@H]1[C@H]1CO1.O"}

#ii
{"formula": "C6H12O4", "method": "ωB97M-V with the def2-TZVPD basis set", "elements": ["O", "O", "O", "O", "C", "C", "C", "C", "C", "C", "H", "H", "H", "H", "H", "H", "H", "H", "H", "H", "H", "H"], "xyz": [[4.21062, -9.74072, -13.04308], [7.05891, -3.54722, -9.62653], [3.92576, -10.45549, -15.14514], [5.43813, -2.15669, -10.36097], [3.67310, -13.25904, -14.40627], [6.10977, -3.31480, -10.30238], [5.43282, -5.79964, -10.64641], [4.20194, -12.19879, -13.45989], [5.31158, -4.36070, -11.08562], [4.08920, -10.73091, -13.97244], [3.98304, -13.19372, -15.46281], [6.28978, -6.29520, -11.13287], [4.51617, -6.36275, -10.88986], [3.69938, -12.39386, -12.49303], [5.49788, -4.38271, -12.17661], [4.75289, -2.03725, -11.07384], [5.58356, -5.82811, -9.55413], [5.29082, -12.32379, -13.30445], [4.24633, -4.10212, -10.93124], [2.58183, -13.10886, -14.34984], [3.90897, -14.26952, -14.03226], [4.29389, -10.05054, -12.10016]], "total_charge": 0, "homo_ev": -10.51, "gap_ev": 10.888, "e_lumo_ev": 0.4, "multiplicity": 1, "smiles": "CCC(=O)O.CCC(=O)O"}

#iii
{"formula": "C6H12O4", "method": "ωB97M-V with the def2-TZVPD basis set", "elements": ["O", "O", "O", "O", "C", "C", "C", "C", "C", "C", "H", "H", "H", "H", "H", "H", "H", "H", "H", "H", "H", "H"], "xyz": [[1.28234, 2.04618, 0.63221], [-1.62194, -2.34389, -2.33346], [0.89191, -0.03263, 1.59810], [-3.08087, -4.10496, -2.58754], [-2.41046, -3.17702, -3.00747], [1.62649, 2.81886, 1.80714], [0.84907, 0.82172, 0.66442], [-1.52080, -2.25802, -0.92042], [1.40205, 4.30932, 1.56689], [-0.13619, -2.57062, -0.44392], [0.61172, -1.78596, -0.64775], [-1.82636, -1.31528, -0.42714], [0.25118, -3.53223, -0.82057], [-2.34165, -3.02452, -4.10276], [2.72733, 2.78815, 1.91971], [2.01077, 4.92950, 2.24618], [0.38538, 0.55955, -0.30715], [1.72985, 4.49697, 0.53058], [-0.27412, -2.65016, 0.64752], [-2.08302, -3.08444, -0.44461], [0.34649, 4.61466, 1.66275], [1.18082, 2.49480, 2.76725]], "total_charge": 0, "homo_ev": -10.56, "gap_ev": 11.292, "e_lumo_ev": 0.7, "multiplicity": 1, "smiles": "CCOC=O.CCOC=O"}

#iv
{"formula": "C6H12O4", "method": "ωB97M-V with the def2-TZVPD basis set", "elements": ["O", "O", "O", "O", "C", "C", "C", "C", "C", "C", "H", "H", "H", "H", "H", "H", "H", "H", "H", "H", "H", "H"], "xyz": [[-1.16750, -1.85266, -1.40789], [-2.08053, -1.62904, 0.64408], [1.98055, 2.35943, -0.61792], [1.68443, 1.28284, 1.45540], [0.86657, 3.26662, -0.37895], [-3.34678, -2.73594, -0.97670], [-2.06329, -1.96083, -0.63952], [3.31584, 0.48300, 0.06643], [2.23807, 1.50036, 0.36085], [-1.02943, -0.89713, 1.31176], [-0.07682, -1.38178, 1.03927], [4.09872, 1.11176, -0.39004], [-3.64489, -2.53931, -2.02029], [3.74811, -0.04192, 0.93488], [-0.95497, 0.17910, 1.08199], [-2.91622, -3.74979, -0.91888], [-0.13704, 2.83110, -0.51927], [-1.18633, -1.01511, 2.39716], [0.97789, 4.12241, -1.06584], [-4.24723, -2.69931, -0.34074], [0.94864, 3.63451, 0.65764], [2.99219, -0.26832, -0.67342]], "total_charge": 0, "homo_ev": -10.08, "gap_ev": 10.849, "e_lumo_ev": 0.8, "multiplicity": 1, "smiles": "COC(C)=O.COC(C)=O"}

In eV, relative to the most stable structure: #i 2.292; #ii 0.000; #iii 1.097; #iv 0.605.